This record from the Open Molecules 2025 dataset describes a structure of composition C37H29ClFeN8O in a non-equilibrium geometry. The level of theory is the ωB97M-V functional and the def2-TZVPD basis.

## Properties
⟨S²⟩: 0.79
Highest occupied orbital energy (spin up / spin down) (eV): -9.590 / -9.620
Orbital gap (spin up / spin down) (eV): 6.550 / 6.222
ΔE to the lowest compared entry with this formula, charge and spin (kJ/mol): 153.4

Structure (ORCA input):
```
! RIJCOSX wB97M-V def2-TZVPD def2/J DEFGRID3
* xyz 1 2
Fe -0.25731 -0.33550 -0.01111
Cl -4.36975 0.41993 -5.83460
C -3.24674 0.55867 -4.52047
C -1.90783 0.88460 -4.78764
C -0.99836 0.99867 -3.76731
C -1.37364 0.75485 -2.42613
O -0.48482 0.88688 -1.48019
C -2.72849 0.44283 -2.18131
C -3.14782 0.35554 -0.82014
N -2.33078 0.13158 0.14528
C -2.73660 0.37867 1.46851
C -3.93954 0.08381 2.04362
C -4.18250 0.46588 3.38211
C -3.23769 1.14260 4.09923
C -1.98112 1.44876 3.52026
C -0.95691 2.15805 4.18824
C 0.21492 2.39181 3.53622
C 0.39963 1.87496 2.23769
N -0.51812 1.21291 1.57651
C -1.72318 1.03357 2.20413
C -3.66089 0.37352 -3.23126
H -1.60109 1.05319 -5.81167
H 0.03109 1.25800 -3.97658
H -4.19044 0.58030 -0.58849
H -4.70619 -0.43428 1.48076
H -5.13735 0.22990 3.83162
H -3.43663 1.45476 5.11633
H -1.11871 2.50996 5.19954
H 1.02080 2.94336 3.99916
H 1.34209 2.02271 1.73516
H -4.70156 0.16283 -3.01670
C 3.08380 -2.87568 -5.84844
C 2.62885 -2.19130 -4.58961
C 3.48206 -1.37658 -3.84447
C 3.07810 -0.80277 -2.66303
C 1.77838 -0.96622 -2.13032
N 1.48550 -0.42577 -0.88169
C 2.22425 0.74458 -0.59990
C 2.28850 1.83026 -1.48394
C 3.01064 2.96657 -1.18452
C 3.71133 3.09050 0.01737
C 4.47040 4.34368 0.35353
C 3.65124 2.02994 0.90685
C 2.92608 0.88471 0.59575
N 2.90819 -0.19096 1.51663
C 3.92522 -0.67573 2.26449
C 3.38180 -1.59444 3.12607
C 2.01136 -1.59901 2.81639
N 1.73304 -0.75239 1.83295
C 0.93914 -1.76951 -2.90024
C 1.36259 -2.38238 -4.07997
N -0.40262 -2.00558 -2.49012
C -1.39622 -2.52083 -3.22702
C -2.43545 -2.83168 -2.37539
C -1.98654 -2.43393 -1.12672
N -0.74832 -1.91865 -1.19352
H 3.90205 -2.32932 -6.31575
H 2.27429 -2.95672 -6.57371
H 3.44138 -3.88585 -5.63898
H 4.49810 -1.21382 -4.18414
H 3.79599 -0.22753 -2.09712
H 1.74656 1.76802 -2.41602
H 3.02873 3.78507 -1.89398
H 4.77610 4.87087 -0.54885
H 5.36306 4.12201 0.93776
H 3.85302 5.02738 0.93996
H 4.17392 2.08075 1.85565
H 4.93458 -0.33280 2.11431
H 3.89781 -2.18850 3.85927
H 1.23990 -2.19487 3.26882
H 0.69043 -3.04859 -4.60420
H -1.30097 -2.63554 -4.29108
H -3.38699 -3.25982 -2.63468
H -2.51640 -2.47591 -0.19155
N -1.05431 -2.54751 2.19433
C -0.77668 -1.74023 1.42092
H -1.32586 -3.23932 2.86428
*
```